{
  "formula": "C57H33Cl4GaN4OS3",
  "method": "ωB97M-V/def2-TZVPD",
  "orbital_gap_ev": [5.71, 5.71],
  "energy_ev": -202626.2993,
  "e_homo_ev": [-7.36, -7.36],
  "mol_weight_g_mol": 1097.65,
  "largest_force_ha_per_bohr": 0.0611,
  "symbols": ["Ga", "Cl", "C", "C", "C", "C", "C", "C", "C", "C", "C", "C", "C", "C", "C", "C", "C", "C", "Cl", "C", "C", "C", "N", "C", "C", "C", "C", "C", "C", "Cl", "C", "C", "C", "C", "C", "C", "N", "C", "C", "C", "C", "C", "N", "C", "C", "C", "C", "Cl", "C", "C", "C", "C", "N", "H", "H", "H", "H", "H", "H", "H", "H", "H", "H", "H", "H", "H", "H", "H", "H", "H", "H", "H", "H", "H", "H", "H", "H", "O", "C", "C", "C", "C", "C", "S", "C", "C", "C", "C", "S", "C", "C", "C", "C", "S", "H", "H", "H", "H", "H", "H", "H", "H", "H"],
  "positions_angstrom": [[-0.171, 0.302, 0.192], [5.550, 3.327, -6.777], [4.623, 2.801, -5.453], [3.864, 1.677, -5.572], [3.126, 1.171, -4.560], [3.000, 1.867, -3.353], [3.737, 3.009, -3.239], [4.589, 3.515, -4.257], [2.015, 1.437, -2.302], [0.672, 1.688, -2.508], [0.148, 2.411, -3.619], [-1.118, 2.786, -3.266], [-1.420, 2.178, -2.002], [-2.630, 2.225, -1.339], [-3.749, 2.930, -1.990], [-4.560, 2.316, -2.930], [-5.683, 2.928, -3.512], [-6.065, 4.157, -2.970], [-7.532, 4.879, -3.522], [-5.299, 4.801, -2.018], [-4.128, 4.224, -1.587], [-2.916, 1.548, -0.119], [-2.074, 0.832, 0.645], [-2.767, 0.314, 1.695], [-2.263, -0.419, 2.752], [-3.184, -1.165, 3.639], [-3.999, -2.194, 3.041], [-4.843, -2.950, 3.840], [-4.886, -2.687, 5.229], [-5.966, -3.678, 6.186], [-4.164, -1.647, 5.789], [-3.331, -0.870, 4.981], [-0.867, -0.510, 3.058], [-0.283, -0.855, 4.274], [1.007, -0.400, 4.230], [1.274, 0.040, 2.921], [0.089, 0.007, 2.186], [2.538, 0.470, 2.465], [2.748, 0.847, 1.168], [4.089, 1.091, 0.633], [3.956, 1.216, -0.707], [2.536, 1.176, -1.011], [1.811, 0.885, 0.136], [3.652, 0.488, 3.411], [4.243, -0.698, 3.864], [5.340, -0.642, 4.717], [5.876, 0.582, 5.126], [7.261, 0.500, 6.150], [5.310, 1.785, 4.721], [4.204, 1.735, 3.845], [-4.144, 0.715, 1.621], [-4.227, 1.525, 0.527], [-0.321, 1.467, -1.575], [4.027, 1.057, -6.419], [2.552, 0.258, -4.665], [3.757, 3.630, -2.336], [5.172, 4.410, -4.053], [0.829, 2.772, -4.398], [-1.812, 3.383, -3.842], [-4.325, 1.300, -3.263], [-6.287, 2.394, -4.266], [-5.526, 5.799, -1.649], [-3.494, 4.835, -1.026], [-4.063, -2.468, 1.989], [-5.560, -3.661, 3.430], [-4.341, -1.466, 6.822], [-2.856, -0.007, 5.446], [-0.833, -1.276, 5.097], [1.681, -0.580, 5.055], [4.981, 0.979, 1.194], [4.731, 1.328, -1.467], [3.839, -1.609, 3.554], [5.777, -1.605, 5.049], [5.674, 2.754, 5.111], [3.683, 2.632, 3.575], [-4.910, 0.494, 2.388], [-5.088, 2.002, 0.106], [-0.671, -1.385, -0.332], [-0.086, -2.476, -1.007], [1.410, -2.372, -1.006], [2.162, -2.356, 0.152], [3.537, -2.291, -0.088], [3.831, -2.206, -1.424], [2.403, -2.208, -2.401], [-0.447, -3.746, -0.267], [0.045, -4.990, -0.488], [-0.500, -5.925, 0.465], [-1.412, -5.352, 1.358], [-1.522, -3.679, 1.084], [-0.685, -2.499, -2.417], [-0.950, -1.505, -3.317], [-1.548, -1.971, -4.558], [-1.662, -3.330, -4.578], [-1.084, -4.024, -3.133], [1.711, -2.338, 1.137], [4.282, -2.210, 0.624], [4.810, -2.081, -1.853], [0.786, -5.145, -1.229], [-0.155, -6.930, 0.639], [-1.839, -5.838, 2.207], [-0.840, -0.463, -3.108], [-1.777, -1.354, -5.357], [-2.079, -3.819, -5.390]]
}